(1)
This record from the OMol25 dataset describes one molecule with the formula C8H11N3. The level of theory is ωB97M-V/def2-TZVPD.

Its SMILES is CN/N=N/c1ccc(C)cc1. Its relative energy (zero: lowest compared OMol25 entry of this formula, charge and spin) is 87.4 kcal per mole. The value obtained for the HOMO-LUMO gap is 8.76 eV. Its total energy is -475.5467 Ha.

Last column: Mulliken charge in e.
CARTESIAN COORDINATES (ANGSTROEM)
C (-2.607, -0.078, 0.208)  0.97
H (-2.581, 2.032, 0.005)  0.32
C (-1.892, -1.257, 0.138)  -0.55
C (0.196, -0.075, -0.061)  0.31
H (4.178, 1.039, 1.237)  0.31
C (4.446, 0.634, 0.352)  -0.65
H (3.889, -1.260, -0.892)  0.29
H (-4.517, 0.942, -0.520)  0.29
C (-0.593, 1.062, -0.218)  -0.07
H (-2.249, -2.261, -0.224)  0.20
H (-4.442, -0.865, -0.436)  0.32
H (-0.067, 2.084, -0.488)  0.19
C (-1.946, 1.126, -0.083)  -0.79
H (-4.755, -0.038, 1.062)  0.24
H (0.032, -2.317, 0.119)  0.18
C (-0.561, -1.263, 0.123)  -0.19
H (5.586, 0.468, 0.391)  0.28
C (-4.101, 0.018, 0.103)  -1.14
N (3.634, -0.654, -0.059)  -0.29
H (4.564, 1.290, -0.655)  0.24
N (2.253, -0.787, -0.228)  -0.25
N (1.535, 0.161, 0.126)  -0.19

(2)
This record from the OMol25 dataset describes a 7-piece molecular cluster, C37H52BN7O9S overall. The level of theory is ωB97M-V/def2-TZVPD.

Its SMILES is CCSC[C@]1(N)C(=O)O[C@H](CB(O)O)[C@]1(COO)CC(=O)OC(C)=O.c1cc[nH]c1.c1cc[nH]c1.c1cc[nH]c1.c1cc[nH]c1.c1cc[nH]c1.c1cc[nH]c1. The value obtained for the HOMO-LUMO gap is 7.81 eV. Its total energy is -2924.5443 Ha.

Last column: Mulliken charge in e.
CARTESIAN COORDINATES (ANGSTROEM)
H (1.386, 4.058, -0.353)  0.50
H (-4.571, 7.652, -3.308)  0.36
C (-0.415, -1.259, 4.340)  0.35
H (0.581, 9.550, -1.014)  0.43
N (2.923, 2.697, -0.926)  0.41
C (0.417, 8.582, -0.574)  -0.64
C (1.851, 1.318, 3.176)  -0.94
O (0.433, -0.231, 4.505)  -0.45
C (-0.230, -9.397, 1.722)  -0.50
H (-1.865, -0.071, 2.466)  0.78
O (4.229, 0.590, 3.794)  -0.61
H (1.337, 1.934, 2.427)  0.13
C (-0.930, 0.421, 2.181)  -0.60
C (-4.576, -8.656, -4.799)  -0.42
H (-2.240, -0.178, -2.846)  0.31
N (-3.685, 7.754, -1.368)  0.11
H (-6.885, 7.547, -1.908)  0.39
H (-0.543, -3.467, -0.756)  0.16
H (-0.847, 5.588, -0.827)  0.79
H (-3.474, 7.811, 0.750)  0.39
H (0.866, -8.208, 0.363)  0.19
H (5.429, 5.343, -1.686)  0.39
C (0.951, -0.685, 0.840)  -1.06
H (-2.043, -4.722, -1.940)  0.35
H (1.452, -3.272, 0.193)  0.32
N (5.757, 4.027, -0.047)  0.21
H (-0.763, -4.528, 0.628)  0.37
H (4.761, 0.967, 1.503)  0.25
H (-3.743, -7.990, -1.667)  0.28
H (1.330, 0.306, 0.555)  0.12
H (-2.420, -5.715, -0.489)  0.13
H (-1.993, -10.485, 2.402)  0.39
C (-2.069, -9.426, 0.429)  0.11
H (-2.258, -2.492, 3.186)  0.47
N (0.961, -2.786, 3.257)  -0.53
C (-1.430, -2.706, 2.504)  -1.77
C (6.122, 4.993, -0.940)  -0.31
H (-0.972, 1.056, -3.004)  0.29
H (-0.739, 1.198, 2.926)  0.52
C (0.264, -0.606, 2.201)  2.50
O (1.925, -2.533, -0.224)  -0.45
H (0.530, -9.511, 2.475)  0.40
C (-2.329, -4.704, -0.887)  -1.06
H (4.337, 1.640, -2.133)  0.46
H (-2.714, 7.807, -1.618)  0.19
O (2.063, -1.589, 0.847)  -0.31
H (-5.032, -8.525, -5.766)  0.39
C (-5.518, 7.672, -0.137)  -0.58
C (0.785, 8.070, 0.640)  -0.68
C (-0.344, 6.472, -0.474)  -0.93
C (-1.109, -8.686, -0.210)  -0.59
C (-1.297, -3.883, -0.076)  -0.18
H (0.258, -1.007, 0.055)  0.01
C (-1.510, -9.877, 1.656)  -0.90
H (4.853, 3.589, -0.017)  0.21
O (3.897, 1.400, 1.578)  -0.70
H (-0.755, -0.353, -1.899)  0.15
C (3.019, 3.164, -3.089)  -0.96
C (2.025, 3.986, -2.485)  -0.43
H (1.449, -3.103, 2.433)  0.22
S (-2.068, -2.505, 0.825)  -0.12
C (-3.805, -9.721, -4.417)  -0.57
H (4.534, -0.313, 3.635)  0.33
C (-0.182, -1.903, 2.956)  1.01
H (8.822, 4.574, 0.898)  0.40
O (-2.008, 0.631, 0.046)  -0.25
C (-4.657, -7.771, -3.689)  -0.63
C (7.853, 4.554, 0.428)  -0.55
H (1.779, 1.809, 4.153)  0.18
C (-4.733, 7.670, -2.244)  -0.48
B (3.376, 1.109, 2.825)  0.64
C (3.557, 2.383, -2.102)  -0.60
H (-3.502, -10.604, -4.953)  0.40
N (-3.418, -9.516, -3.121)  0.06
O (-1.188, -1.616, 5.181)  -0.62
H (-3.309, -4.221, -0.825)  0.38
H (0.416, 6.041, 1.521)  0.53
H (-3.063, -9.623, 0.061)  0.48
C (-1.460, 0.374, -2.307)  -0.73
H (3.119, 2.269, -0.033)  0.19
H (1.410, 4.724, -2.971)  0.56
H (-1.123, -8.171, -1.156)  0.47
C (0.302, 6.732, 0.703)  -0.24
H (2.049, -0.811, 3.434)  0.63
H (3.312, 3.157, -4.126)  0.46
C (-1.145, 1.210, 0.908)  -0.24
H (7.994, 6.082, -1.206)  0.39
H (-6.179, 7.650, 0.713)  0.39
C (-4.152, 7.755, -0.084)  -0.32
H (6.711, 3.019, 1.574)  0.37
H (0.643, -3.577, 3.806)  0.40
C (-3.933, -8.331, -2.671)  -0.16
C (-5.887, 7.618, -1.509)  -0.44
C (7.419, 5.343, -0.673)  -0.64
H (-2.843, -10.136, -2.580)  0.24
H (-5.187, -6.834, -3.644)  0.40
H (-0.636, 7.694, -2.175)  0.30
C (-2.146, 1.184, -1.244)  0.58
C (1.989, 3.670, -1.154)  -0.45
O (-0.619, 2.269, 0.703)  -0.59
H (1.340, 8.594, 1.400)  0.42
N (-0.269, 7.603, -1.246)  0.03
N (0.005, -8.674, 0.584)  -0.04
O (-2.830, 2.133, -1.430)  -0.50
C (6.802, 3.754, 0.791)  -0.46
C (1.241, -0.088, 3.299)  -0.68
H (-1.214, -3.772, 2.613)  0.61

(3)
This record from the OMol25 dataset describes one molecule with the formula C24H22ClN3O5S. The level of theory is ωB97M-V/def2-TZVPD.

Its SMILES is COc1cc2nc(SCC(=O)NCc3ccco3)n(Cc3ccc(Cl)cc3)c(=O)c2cc1OC. Its relative energy (zero: lowest compared OMol25 entry of this formula, charge and spin) is 0.0 kcal per mole. The value obtained for the HOMO-LUMO gap is 8.40 eV. Its total energy is -2326.6465 Ha.

Last column: Mulliken charge in e.
CARTESIAN COORDINATES (ANGSTROEM)
H (3.039, -1.772, -1.487)  0.41
H (-3.900, -2.095, 2.828)  0.35
C (-2.821, -0.618, 0.695)  -0.34
N (2.581, 0.224, -1.711)  0.02
H (0.076, 4.168, -0.555)  0.80
H (-0.974, 3.926, 0.877)  0.52
O (-3.869, -2.799, 0.875)  -0.46
C (-0.165, 1.694, -1.398)  0.34
H (2.479, 3.745, -0.361)  0.57
H (-0.875, -4.228, -2.186)  0.31
O (1.719, -1.024, -3.389)  -0.68
N (-0.677, 2.243, -0.268)  0.11
H (-0.137, 2.640, 2.821)  0.57
Cl (4.587, 1.966, 3.604)  -0.23
H (-2.238, -3.739, -3.227)  0.34
H (1.220, -3.238, -0.060)  0.54
C (-4.578, -2.378, 2.016)  -0.93
C (-1.495, -1.583, -1.571)  -0.29
H (3.865, -0.663, -0.351)  0.25
N (-0.423, 0.521, -1.844)  -0.28
C (1.890, 0.049, -2.858)  0.50
C (1.948, 2.351, 3.190)  -0.74
O (-2.615, -3.693, -1.186)  -0.46
H (-0.950, -1.910, -2.440)  0.55
H (-3.306, -0.206, 1.566)  0.54
H (2.277, 1.763, -4.114)  0.47
C (-1.930, 0.212, 0.003)  -0.35
H (0.614, 1.126, -4.202)  0.36
H (-2.300, -5.288, -2.348)  0.24
C (1.848, -1.165, 0.155)  0.47
C (0.511, -0.656, 1.789)  -0.13
C (-1.280, -0.271, -1.139)  -1.08
H (4.421, 3.063, 0.994)  0.46
S (0.964, 2.639, -2.370)  -0.20
C (-3.040, -1.908, 0.274)  0.83
C (1.038, 3.211, 1.131)  0.79
C (-2.353, -2.405, -0.875)  1.48
O (-2.086, 2.042, 1.504)  -0.72
C (-1.622, 1.538, 0.499)  0.23
H (0.089, 0.014, 2.510)  0.61
C (0.862, 2.727, 2.422)  -0.40
H (2.578, 1.136, -1.274)  0.16
C (-1.963, -4.254, -2.302)  -0.86
H (-5.173, -3.237, 2.324)  0.24
H (-5.242, -1.538, 1.790)  0.36
H (1.809, 1.969, 4.190)  0.46
C (3.224, 2.460, 2.662)  0.38
C (2.327, 3.341, 0.629)  -0.40
C (2.918, -0.892, -0.853)  -1.07
C (-0.168, 3.500, 0.274)  -2.20
O (1.466, -0.161, 0.980)  0.20
C (1.450, 1.344, -3.538)  -0.54
C (3.421, 2.966, 1.388)  -0.85
C (0.266, -1.960, 1.501)  -1.13
H (-0.440, -2.606, 1.979)  0.55
C (1.134, -2.292, 0.432)  -0.63

(4)
This record from the OMol25 dataset describes one molecule with the formula C5H8N4O2. The level of theory is ωB97M-V/def2-TZVPD.

Its relative energy (zero: lowest compared OMol25 entry of this formula, charge and spin) is 0.0 kcal per mole. The value obtained for the HOMO-LUMO gap (spin up / spin down) is 6.40 / 6.52 eV. Its total energy is -564.6122 Ha. Its multiplicity is 3.

Last column: Mulliken spin population.
CARTESIAN COORDINATES (ANGSTROEM)
H (1.045, -0.898, 2.355)  0.00
N (0.150, -0.473, 0.564)  0.21
H (-1.653, -2.535, -0.983)  -0.01
C (-1.020, -1.708, -0.741)  0.01
O (1.581, 1.870, -0.291)  0.24
H (1.669, 0.544, 1.504)  0.01
C (-0.519, -0.715, -1.617)  0.38
C (-0.164, 0.868, 2.597)  0.02
H (0.385, 1.273, 3.442)  0.00
O (0.982, 1.533, -2.343)  0.21
C (0.252, 0.127, -0.806)  0.23
N (-0.607, -1.529, 0.495)  0.20
H (-1.345, -1.176, -3.433)  -0.02
H (-0.254, 0.196, -3.402)  -0.01
C (0.770, -0.014, 1.773)  -0.02
N (0.982, 1.235, -1.147)  0.18
N (-0.709, -0.579, -2.938)  0.38
H (-1.004, 0.285, 2.972)  0.00
H (-0.541, 1.695, 1.999)  0.00

(5)
This record from the OMol25 dataset describes C26H27Cl2FeN5O6S as an isolated structure. The level of theory is ωB97M-V/def2-TZVPD.

Its relative energy (zero: lowest compared OMol25 entry of this formula, charge and spin) is 12.5 kcal per mole. As for the net charge: -1. The value obtained for the HOMO-LUMO gap (spin up / spin down) is 7.72 / 7.27 eV. Its total energy is -4314.7062 Ha. Its multiplicity is 6.

Last column: Mulliken spin population.
CARTESIAN COORDINATES (ANGSTROEM)
C (-3.918, 1.448, -1.470)  0.00
C (0.198, 0.237, -6.445)  0.00
O (-0.022, 1.802, -0.026)  0.09
C (-3.941, -0.505, -2.853)  0.00
N (1.938, 1.919, 2.341)  0.16
O (2.650, 1.161, -0.010)  0.21
H (3.252, -0.467, 3.884)  0.00
O (4.147, 2.806, -0.284)  0.02
C (3.301, -3.084, 0.955)  0.00
Cl (1.901, -0.670, -2.394)  0.00
S (-0.735, -1.435, -0.048)  0.06
H (0.044, 1.090, -2.062)  0.00
H (-1.094, 3.207, -1.831)  0.00
H (-3.747, -0.651, 2.461)  0.00
N (2.312, -0.429, 4.258)  0.00
H (3.122, 3.671, 1.999)  0.00
H (-0.814, -2.893, 3.447)  0.00
H (-1.774, -2.519, 4.898)  0.00
H (2.568, 1.215, 5.514)  0.00
C (-2.599, -0.315, -3.134)  0.00
H (-3.412, -2.383, 2.577)  0.00
H (-1.961, 0.486, 2.079)  0.00
C (-1.182, 2.355, 0.155)  0.00
H (2.544, -5.026, 0.376)  0.00
C (2.483, 2.980, 1.460)  -0.01
C (-2.575, 1.666, -1.752)  0.01
H (1.680, -0.744, 3.536)  0.00
H (-2.546, 3.620, -0.881)  0.00
C (-1.323, -0.151, 2.695)  0.01
C (1.863, -0.804, -5.078)  0.00
H (-0.219, 0.485, -7.411)  0.00
H (0.936, 0.997, 4.920)  0.00
C (0.732, -2.153, 0.440)  0.03
C (1.337, -0.541, -6.331)  0.00
C (-1.157, -2.091, 4.109)  0.00
C (2.940, -1.777, 1.137)  0.02
C (-0.406, 0.747, -5.308)  0.00
C (2.306, -3.980, 0.528)  0.00
H (4.318, -3.398, 1.133)  0.00
C (-4.609, 0.378, -2.016)  0.00
H (-0.287, -1.610, 4.550)  0.00
C (3.201, 2.328, 0.310)  0.01
H (1.820, -0.930, -7.217)  0.00
C (1.989, 0.942, 4.632)  0.00
H (0.263, -4.176, -0.100)  0.00
H (-5.658, 0.233, -1.788)  0.00
C (1.040, -3.524, 0.273)  0.00
C (-3.325, -1.426, 3.099)  0.00
H (2.760, -1.395, -4.957)  0.00
N (-0.543, 0.978, -2.881)  0.00
C (0.065, 0.463, -4.018)  0.00
N (-1.938, -1.122, 3.367)  0.00
O (-0.107, 0.065, 2.800)  0.04
Cl (-1.752, 1.823, -5.521)  0.00
C (-1.909, 0.767, -2.595)  0.00
N (1.687, -1.335, 0.934)  0.02
H (-4.460, -1.355, -3.279)  0.00
H (-2.070, -1.016, -3.766)  0.00
C (2.238, 2.087, 3.638)  0.02
H (-3.895, -1.471, 4.029)  0.00
O (2.691, 3.134, 4.118)  0.04
O (-1.760, 2.475, 1.221)  0.01
H (3.657, -1.027, 1.449)  0.00
C (-1.843, 2.828, -1.135)  0.01
H (1.660, 3.540, 0.998)  0.00
C (1.232, -0.318, -3.947)  0.00
Fe (1.128, 0.645, 1.026)  4.25
H (-4.424, 2.142, -0.808)  0.00